# 1
9
Properties=species:S:1:pos:R:3 method="wB97M-V/def2-TZVPD" relative_energy_kcal_mol=81.4 molar_mass_g_mol=149.02 homo_ev="-9.08 / -8.68" total_energy_ha=-1496.3076 charge=0 gap_ev="8.43 / 6.97"
C 0.213 0.479 -0.406
C 3.837 -0.004 0.266
F 3.241 -0.022 1.473
S 1.287 -0.327 -1.652
Cl 4.538 1.490 -0.185
Cl 4.651 -1.438 -0.034
H 0.312 -0.253 0.296
H -0.635 0.833 -0.965
H 0.664 1.332 0.070

=====

# 2
36
Properties=species:S:1:pos:R:3 method="wB97M-V/def2-TZVPD" relative_energy_kcal_mol=29.6 molar_mass_g_mol=305.35 homo_ev=-8.11 total_energy_ha=-1334.4755 charge=0 gap_ev=8.70
C 1.644 0.025 -4.999
O 0.355 -0.073 -4.443
C 0.209 -0.721 -3.252
C -1.095 -0.822 -2.768
C -1.354 -1.453 -1.571
C -0.315 -2.013 -0.830
N -0.568 -2.677 0.374
S 0.373 -2.401 1.740
O -0.358 -3.010 2.811
O 1.714 -2.824 1.483
C 0.318 -0.625 1.903
C 1.308 0.150 1.333
C 1.237 1.534 1.394
C 0.149 2.096 2.042
C -0.850 1.304 2.621
C -0.775 -0.067 2.550
C -1.867 2.214 3.245
C -1.279 3.606 2.934
O -0.068 3.418 2.194
C 0.983 -1.919 -1.313
C 1.246 -1.276 -2.510
H 2.319 0.596 -4.353
H 2.074 -0.962 -5.193
H 1.518 0.554 -5.942
H -1.894 -0.393 -3.352
H -2.370 -1.527 -1.209
H -1.542 -2.752 0.621
H 2.140 -0.342 0.857
H 1.999 2.160 0.960
H -1.516 -0.713 2.994
H -1.955 2.040 4.318
H -2.853 2.080 2.797
H -1.949 4.216 2.322
H -1.029 4.163 3.841
H 1.783 -2.363 -0.744
H 2.267 -1.223 -2.854

=====

# 3
108
Properties=species:S:1:pos:R:3 method="wB97M-V/def2-TZVPD" molar_mass_g_mol=888.17 homo_ev=-7.92 total_energy_ha=-4732.2687 charge=0 gap_ev=5.78
K -6.171 3.809 1.380
C -0.679 -0.307 0.605
F -0.903 -0.662 -0.664
F -1.486 -1.023 1.417
F 0.613 -0.540 0.843
S -1.158 1.578 0.714
O 0.063 2.282 0.379
O -2.263 1.762 -0.268
O -1.698 1.801 2.052
C -1.071 -3.848 6.360
C -1.427 -2.341 6.582
C -2.976 -2.132 6.369
C -3.842 -3.138 6.989
N -4.498 -3.982 7.454
H -0.054 -3.956 5.983
H -1.716 -4.247 5.578
H -1.251 -4.386 7.291
H -0.877 -1.672 5.920
H -1.097 -1.999 7.564
H -3.181 -2.184 5.300
H -3.222 -1.138 6.742
C -9.369 -4.332 0.885
C -8.515 -3.482 -0.082
C -7.383 -2.663 0.642
C -7.830 -1.796 1.722
N -8.230 -1.155 2.646
H -8.708 -4.833 1.592
H -9.834 -5.209 0.435
H -10.050 -3.774 1.529
H -8.993 -2.781 -0.767
H -7.944 -4.195 -0.677
H -7.015 -2.028 -0.163
H -6.476 -3.216 0.886
C 3.156 0.264 -4.279
C 3.264 -0.220 -5.742
C 3.464 1.041 -6.575
S 4.880 1.848 -5.671
O 4.667 3.294 -5.542
O 6.220 1.340 -6.054
C 4.436 1.065 -4.059
H 3.056 -0.623 -3.652
H 2.264 0.863 -4.096
H 2.352 -0.748 -6.023
H 4.085 -0.935 -5.795
H 2.642 1.757 -6.561
H 3.944 0.946 -7.548
H 4.280 1.751 -3.227
H 5.249 0.365 -3.866
C -3.396 7.140 -6.535
C -2.699 5.744 -6.236
C -3.416 5.102 -4.982
S -5.120 5.693 -5.029
O -5.677 5.708 -3.683
O -5.873 5.009 -6.111
C -4.521 7.441 -5.498
H -3.876 7.106 -7.513
H -2.696 7.975 -6.549
H -1.628 5.836 -6.057
H -2.802 5.170 -7.158
H -2.894 5.439 -4.086
H -3.554 4.021 -5.001
H -4.150 7.883 -4.573
H -5.360 7.982 -5.935
C 0.689 -6.765 -1.733
C 0.400 -7.065 -0.215
C -0.660 -8.239 -0.296
S 0.013 -9.376 -1.626
O -1.071 -10.097 -2.262
O 1.136 -10.159 -1.104
C 0.777 -8.056 -2.620
H 1.588 -6.155 -1.829
H -0.015 -6.057 -2.170
H 0.014 -6.199 0.324
H 1.292 -7.427 0.295
H -1.601 -7.903 -0.731
H -0.801 -8.810 0.622
H 0.154 -7.910 -3.502
H 1.761 -8.465 -2.844
N 8.534 -4.094 2.352
C 7.203 -3.818 2.254
C 6.552 -4.742 1.527
C 7.426 -5.770 1.329
C 8.651 -5.347 1.744
H 9.181 -3.512 2.864
H 6.826 -2.903 2.688
H 5.515 -4.626 1.246
H 7.317 -6.739 0.865
H 9.613 -5.835 1.701
N 3.568 7.225 -0.197
C 3.944 8.110 -1.169
C 4.848 8.993 -0.627
C 4.960 8.768 0.772
C 4.163 7.640 0.989
H 2.830 6.551 -0.344
H 3.583 8.039 -2.184
H 5.281 9.800 -1.198
H 5.515 9.391 1.458
H 4.093 7.090 1.916
N 0.864 3.888 6.554
C 0.451 4.718 7.532
C 1.554 5.223 8.174
C 2.717 4.756 7.450
C 2.243 3.946 6.430
H 0.275 3.390 5.903
H -0.605 4.816 7.732
H 1.571 5.885 9.027
H 3.768 4.942 7.619
H 2.828 3.428 5.685

=====

# 4
30
Properties=species:S:1:pos:R:3 method="wB97M-V/def2-TZVPD" relative_energy_kcal_mol=49.2 molar_mass_g_mol=184.33 homo_ev=-11.87 total_energy_ha=-844.4020 charge=+1 gap_ev=9.21
C -3.084 -1.030 0.494
C -2.301 -1.816 -0.559
C -0.347 2.677 0.942
C 0.645 2.820 -0.156
C -0.493 -0.766 1.019
C 0.646 0.240 0.597
C -1.675 -0.639 0.059
C -0.139 1.600 0.007
C 2.759 -0.869 0.010
C 0.964 -1.015 -1.518
N 1.615 -0.163 -0.448
S -1.505 0.949 -0.949
H -3.888 -0.343 0.239
H -3.221 -1.436 1.437
H -1.712 -2.744 -0.458
H -2.793 -1.735 -1.464
H -0.130 2.537 2.100
H -1.201 3.220 0.765
H 0.441 3.466 -0.977
H 1.799 2.757 -0.068
H -0.255 -1.777 1.043
H -0.915 -0.435 1.999
H 1.108 0.491 1.517
H 2.648 -1.793 0.538
H 3.439 -1.079 -0.865
H 3.437 -0.326 0.713
H 0.405 -1.839 -1.047
H 0.198 -0.491 -2.013
H 1.707 -1.230 -2.157
H 1.849 0.770 -0.798

=====

# 5
38
Properties=species:S:1:pos:R:3 method="wB97M-V/def2-TZVPD" relative_energy_kcal_mol=83.4 molar_mass_g_mol=207.34 homo_ev=-12.60 total_energy_ha=-618.2658 charge=+1 gap_ev=8.92
C -5.114 0.308 0.634
C -4.278 1.262 0.152
C -4.344 -0.802 0.728
C -2.065 2.497 -1.477
C -1.881 1.598 -0.554
C 4.296 -0.649 -0.985
C 3.061 1.660 0.186
C -1.505 -2.214 1.109
C -1.507 -1.509 -1.298
C 4.328 -0.447 0.502
C 1.845 -0.384 0.891
C 3.132 0.429 1.081
C -1.947 -1.465 0.097
N -3.061 0.726 -0.122
N -3.061 -0.561 0.370
H -6.123 0.375 1.137
H -4.508 2.197 -0.145
H -4.731 -1.848 0.798
H -1.158 3.060 -1.476
H -2.825 2.770 -2.194
H -0.965 1.304 0.006
H 3.251 -1.027 -1.169
H 4.992 -1.371 -1.354
H 4.324 0.190 -1.720
H 3.977 2.126 0.325
H 2.637 1.360 -0.789
H 2.337 2.244 0.809
H -0.638 -2.788 0.964
H 1.828 -0.573 -0.161
H -2.053 -2.243 2.038
H -2.246 -1.533 -2.094
H -0.911 -0.632 -1.687
H -0.839 -2.346 -1.510
H 5.322 0.051 0.924
H 4.227 -1.453 0.992
H 1.063 0.273 1.252
H 1.735 -1.216 1.556
H 3.406 0.628 2.184

=====

# 6
18
Properties=species:S:1:pos:R:3 method="wB97M-V/def2-TZVPD" relative_energy_kcal_mol=84.5 molar_mass_g_mol=114.15 homo_ev=-6.39 total_energy_ha=-377.3122 charge=0 gap_ev=7.15
C -0.119 -1.248 -0.760
C 2.143 -0.096 0.055
C -1.156 -0.912 0.262
C 0.658 -0.042 -0.215
N 0.448 2.241 -0.203
N -2.499 -0.913 0.159
N 0.020 1.040 -0.772
N -0.400 -0.549 1.314
H 0.238 2.290 0.805
H -0.058 2.998 -0.655
H -2.884 -0.891 -0.775
H -3.030 -0.411 0.855
H -0.834 0.147 1.921
H 0.359 -2.204 -0.531
H -0.422 -1.139 -1.800
H 2.411 -1.017 0.575
H 2.678 -0.053 -0.896
H 2.448 0.759 0.661